[1]
DFT (ωB97M-V/def2-TZVPD) results for the molecule C2H6N2O in a non-equilibrium geometry.

Positions of all 11 atoms, in Å:
C 1.566 -0.154 -0.710
N 0.447 -0.038 0.193
C -0.882 -0.062 -0.056
N -1.664 0.171 1.104
O -1.384 -0.318 -1.140
H 1.962 -1.174 -0.702
H 2.358 0.535 -0.440
H 1.220 0.069 -1.705
H 0.648 -0.062 1.171
H -1.654 1.136 1.388
H -2.617 -0.103 0.898

## Properties
Structure (SMILES): CNC(N)=O
Highest occupied orbital energy (eV): -9.673
LUMO level (eV): 0.906
Energy above the lowest of the compared OMol25 structures with the same formula, charge and spin (kcal per mole): 4.4
Frontier orbital gap (eV): 10.58

These are the Löwdin partial charges, in e, on atoms 1 to 5: number 1, C, carries -0.0685; number 2, N, carries -0.0038; number 3, C, carries -0.6169; number 4, N, carries 0.1120; number 5, O, carries 0.0402

=====

[2]
DFT (ωB97M-V/def2-TZVPD) results for the molecule C2H6N2O2 in a non-equilibrium geometry.

Positions of all 12 atoms, in Å:
C 0.809 -1.294 0.551
C -0.090 -0.126 0.134
N -1.062 0.382 0.903
O -0.396 1.667 -1.349
O 1.834 -0.411 0.569
N 0.058 0.329 -1.141
H -0.944 1.591 -2.144
H 1.053 0.254 -1.381
H -1.426 1.295 0.658
H -1.075 0.093 1.871
H 0.442 -1.671 1.531
H 0.795 -2.109 -0.201

## Properties
Highest occupied orbital energy (eV): -7.987
LUMO level (eV): 0.567
Energy above the lowest of the compared OMol25 structures with the same formula, charge and spin (kcal per mole): 97.6
Frontier orbital gap (eV): 8.55

These are the Löwdin partial charges, in e, on atoms 1 to 5: number 1, C, carries -0.3461; number 2, C, carries -0.3089; number 3, N, carries 0.1898; number 4, O, carries -0.0311; number 5, O, carries -0.2126

=====

[3]
DFT (ωB97M-V/def2-TZVPD) results for the molecule C2H6N2O2 in a non-equilibrium geometry.

Positions of all 12 atoms, in Å:
N 0.999 -1.935 -0.325
N 0.642 -0.557 -0.178
C -0.682 -0.273 -0.059
O -1.549 -1.071 -0.354
C -1.022 1.161 0.316
O 0.150 1.992 0.408
H 1.794 -2.018 -0.949
H 1.190 -2.303 0.608
H 1.270 0.071 0.255
H -1.596 1.206 1.314
H -1.662 1.522 -0.518
H 0.466 2.205 -0.519

## Properties
Structure (SMILES): NNC(=O)CO
Highest occupied orbital energy (eV): -9.570
LUMO level (eV): 0.648
Energy above the lowest of the compared OMol25 structures with the same formula, charge and spin (kcal per mole): 44.2
Frontier orbital gap (eV): 10.22

These are the Löwdin partial charges, in e, on atoms 1 to 5: number 1, N, carries 0.0467; number 2, N, carries -0.0219; number 3, C, carries -0.5071; number 4, O, carries 0.0546; number 5, C, carries -0.1546

=====

[4]
DFT (ωB97M-V/def2-TZVPD) results for a cluster of 2 separate species, C2H6N2O2 in total in a non-equilibrium geometry.

Positions of all 12 atoms, in Å:
O -0.104 -1.884 0.196
N -0.328 -0.716 0.505
C -1.281 0.382 -0.284
C -1.873 1.658 0.088
O -2.598 0.467 -0.423
H 0.447 -0.137 0.964
H -2.184 1.992 1.115
H -1.817 2.387 -0.668
N 2.338 -0.933 -0.280
H 3.014 -1.305 0.444
H 2.674 -0.302 -0.909
H 1.713 -1.608 -0.749

## Properties
Structure (SMILES): [O-]/[NH+]=C1/CO1.N
Highest occupied orbital energy (spin up / spin down) (eV): -8.223 / -8.530
LUMO level (spin up / spin down) (eV): 0.432 / 0.057
Energy above the lowest of the compared OMol25 structures with the same formula, charge and spin (kcal per mole): 168.3
Frontier orbital gap (spin up / spin down) (eV): 8.66 / 8.59

These are the Löwdin partial charges, in e, on atoms 1 to 5: number 1, O, carries -0.1006; number 2, N, carries -0.1214; number 3, C, carries -0.1390; number 4, C, carries -0.0523; number 5, O, carries 0.0175